1.
# C4H5NO

C4H5NO in the gas phase (ωB97M-V/def2-TZVPD, the Open Molecules 2025 dataset).

The calculation puts the LUMO energy at 0.5 eV. The energy above the lowest of the compared OMol25 structures with the same formula, charge and spin comes out at 355.1 kJ/mol. As for the frontier orbital gap: 10.1 eV. Its spin multiplicity is 1. As for the SMILES: C=C(C#N)OC. The calculation puts the HOMO energy at -9.62 eV.

XYZ file:
```
11
C4H5NO | the Open Molecules 2025 dataset | ωB97M-V/def2-TZVPD
H 1.062 2.307 0.257
C 0.511 -1.328 0.031
N 1.639 -1.869 -0.134
O -0.244 0.843 -0.257
H -2.612 0.117 0.279
C -1.936 -0.678 -0.063
C 1.099 1.197 -0.002
H 1.970 1.008 -0.825
H -2.171 -1.868 -0.096
H 1.392 0.638 0.941
C -0.710 -0.366 -0.131
```

2.
# C60H50F16PRb

A molecular structure, C60H50F16PRb (ωB97M-V/def2-TZVPD, the Open Molecules 2025 dataset).

The calculation puts the LUMO energy at -0.3 eV. As for the frontier orbital gap: 8.6 eV. Its spin multiplicity is 1. The calculation puts the HOMO energy at -8.88 eV.

XYZ file:
```
128
C60H50F16PRb | the Open Molecules 2025 dataset | ωB97M-V/def2-TZVPD
F 12.459 15.698 14.158
Rb 15.934 12.761 15.500
H 10.689 15.462 7.932
H 11.524 13.369 15.762
H 11.287 8.542 12.295
H 16.624 21.262 14.879
H 18.435 19.828 19.772
H 7.041 17.561 16.219
C 9.580 16.943 13.211
C 14.287 9.274 19.001
C 12.802 10.831 18.062
C 13.218 21.386 13.014
C 11.950 15.276 19.640
H 14.629 20.759 17.955
C 16.642 20.482 18.759
C 17.431 18.152 18.819
C 13.546 20.257 13.694
F 14.605 14.979 13.726
C 13.711 15.348 10.407
C 15.367 10.165 18.994
H 12.852 19.436 13.618
C 8.931 16.956 16.729
H 13.816 15.945 18.957
C 11.664 9.568 12.338
F 14.325 11.147 14.215
F 16.084 12.338 18.218
H 17.444 18.291 10.348
C 9.821 19.474 16.445
C 11.398 15.943 9.928
F 17.836 15.239 14.479
F 13.470 13.952 15.328
C 8.017 17.981 16.431
C 13.039 9.564 18.500
H 13.005 8.876 13.831
C 12.940 12.025 12.493
C 13.280 13.199 20.916
C 12.708 9.724 13.221
C 11.881 11.864 11.568
H 8.854 18.710 12.379
H 14.558 15.471 11.123
H 10.154 14.225 20.303
H 11.064 16.436 16.870
C 11.892 13.273 21.009
C 10.760 18.417 16.521
H 7.859 20.144 16.171
C 13.321 10.962 13.287
C 13.815 11.760 17.964
C 17.581 19.499 19.161
C 15.263 18.743 17.868
H 18.178 17.416 19.147
H 18.860 14.656 12.100
H 11.441 16.064 19.054
H 16.314 9.864 19.462
H 16.504 17.375 14.448
H 13.944 23.244 12.104
H 8.538 15.968 16.853
C 13.773 14.840 9.136
H 6.895 11.573 15.932
C 10.502 13.002 15.791
F 16.033 23.509 13.340
H 13.538 12.804 17.764
C 10.043 12.094 14.829
H 11.651 12.630 10.851
H 10.028 14.973 13.873
H 16.625 19.032 12.498
C 16.214 17.796 18.197
H 13.457 12.966 12.610
C 7.536 15.677 11.826
C 9.375 15.576 13.312
C 8.414 12.772 16.930
C 13.980 14.165 20.245
H 11.812 18.648 16.471
C 8.364 14.915 12.629
H 9.999 14.071 17.618
C 15.115 11.396 18.389
H 16.688 21.536 19.044
C 9.675 13.369 16.850
C 15.697 21.318 14.285
C 12.694 14.827 8.245
F 14.064 17.103 14.733
C 14.814 20.237 14.379
H 6.725 15.355 11.231
H 14.263 18.299 17.641
H 10.528 10.468 10.721
C 13.320 15.208 19.584
C 14.086 22.418 12.841
F 13.924 12.101 21.425
F 8.271 10.897 13.803
H 7.817 13.006 17.780
F 15.116 15.402 15.838
C 15.283 22.390 13.531
H 11.399 12.489 21.612
F 14.897 14.282 8.657
H 18.759 16.160 10.158
H 10.472 16.461 10.155
F 13.045 15.927 16.403
H 8.198 13.783 12.694
C 17.060 17.195 13.520
C 8.502 19.276 16.399
H 15.072 14.163 20.117
F 10.341 20.790 16.493
C 8.762 11.609 14.877
H 15.172 19.345 14.811
C 12.476 15.890 10.819
C 7.921 11.921 15.940
H 12.375 16.290 11.862
C 15.461 20.097 18.091
C 11.251 10.581 11.472
H 12.289 21.458 12.442
C 18.405 15.596 12.199
C 11.210 14.301 20.336
C 17.606 17.649 11.216
P 13.749 15.544 15.014
C 18.328 16.422 11.112
H 10.644 11.878 13.894
H 14.465 8.242 19.347
C 17.043 18.023 12.417
H 12.192 8.866 18.616
C 10.309 17.156 16.742
C 7.692 17.035 11.732
F 6.948 17.677 10.765
C 17.798 16.043 13.398
C 8.743 17.633 12.383
F 15.954 16.493 18.056
C 11.518 15.364 8.649
H 12.859 14.569 7.226
H 10.362 17.415 13.805
H 11.745 10.993 17.798
```

3.
# C7H23N4Si

A molecular structure, C7H23N4Si (ωB97M-V/def2-TZVPD, the Open Molecules 2025 dataset).

The calculation puts the LUMO energy at -2.3 eV. The energy above the lowest of the compared OMol25 structures with the same formula, charge and spin comes out at 0.0 kJ/mol. As for the frontier orbital gap: 9.3 eV. Its total charge is +1. Its spin multiplicity is 1. The calculation puts the HOMO energy at -11.59 eV.

XYZ file:
```
35
C7H23N4Si | the Open Molecules 2025 dataset | ωB97M-V/def2-TZVPD
H -0.727 -2.771 0.328
H -1.623 2.386 2.273
H -2.273 3.735 1.478
H -1.276 1.126 -0.264
C -1.531 2.880 1.277
C 1.870 -1.878 1.026
H -0.548 3.391 1.346
N -0.276 -1.997 -1.405
H -2.873 2.155 0.081
C -1.115 -2.938 -0.655
H -0.612 2.577 -1.509
N -1.870 2.150 0.068
C -0.284 -0.754 -0.979
H 0.324 -1.743 -3.232
C 0.763 -2.253 -2.359
H 2.691 -2.041 0.368
Si 2.266 0.764 0.255
H 3.430 0.751 1.028
H -1.086 -3.890 -1.084
H -2.108 -2.503 -0.618
H 2.349 0.127 -1.108
H -1.645 4.037 -0.861
H 1.136 -0.171 2.967
H 1.727 -1.672 -2.142
H 1.157 -2.712 0.784
H 2.392 -1.911 1.986
H -2.259 2.825 -2.068
N 1.271 -0.600 0.879
H -0.205 0.475 1.938
C 0.506 -0.380 2.078
H 1.748 2.180 0.060
H 0.755 -3.318 -2.437
C -1.609 2.900 -1.129
N -0.479 0.366 -0.735
H 0.014 -1.291 2.365
```

4.
# BrNO2

2 unconnected molecules or ions with the total composition BrNO2 (ωB97M-V/def2-TZVPD, the Open Molecules 2025 dataset).

The calculation puts the LUMO energy (alpha / beta) at -1.7 / -1.7 eV. The energy above the lowest of the compared OMol25 structures with the same formula, charge and spin comes out at 118.7 kJ/mol. As for the frontier orbital gap (alpha / beta): 7.2 / 7.2 eV. Its spin multiplicity is 1. The calculation puts the HOMO energy (alpha / beta) at -8.89 / -8.89 eV.

XYZ file:
```
4
BrNO2 | the Open Molecules 2025 dataset | ωB97M-V/def2-TZVPD
O 0.633 0.936 -0.689
N -1.320 -0.293 -0.327
Br 1.539 0.193 0.473
O -0.853 -0.837 0.544
```

5.
# C4H5NO

C4H5NO in the gas phase (ωB97M-V/def2-TZVPD, the Open Molecules 2025 dataset).

The calculation puts the LUMO energy at 0.8 eV. The energy above the lowest of the compared OMol25 structures with the same formula, charge and spin comes out at 174.6 kJ/mol. As for the frontier orbital gap: 10.8 eV. Its spin multiplicity is 1. As for the SMILES: C#CC(=O)NC. The calculation puts the HOMO energy at -9.91 eV.

XYZ file:
```
11
C4H5NO | the Open Molecules 2025 dataset | ωB97M-V/def2-TZVPD
C -0.385 -0.904 1.128
H -0.923 -0.225 -1.259
C -0.937 -1.943 0.873
N 0.374 0.940 -0.093
O 0.569 1.009 2.176
H 0.755 1.874 -0.126
H 0.798 -0.535 -1.556
C 0.238 0.425 1.161
H -1.435 -2.849 0.608
H 0.043 0.964 -2.147
C 0.061 0.245 -1.328
```

6.
# C22H34F3O14

5 unconnected molecules or ions with the total composition C22H34F3O14 (ωB97M-V/def2-TZVPD, the Open Molecules 2025 dataset).

The calculation puts the LUMO energy at 1.9 eV. The energy above the lowest of the compared OMol25 structures with the same formula, charge and spin comes out at 0.0 kJ/mol. As for the frontier orbital gap: 3.1 eV. Its total charge is -1. Its spin multiplicity is 1. The calculation puts the HOMO energy at -1.26 eV.

XYZ file:
```
73
C22H34F3O14 | the Open Molecules 2025 dataset | ωB97M-V/def2-TZVPD
H 0.730 2.047 -1.111
H 2.397 4.044 -1.906
O -2.028 2.573 -0.429
O -3.513 -3.596 0.894
H -3.921 3.232 0.021
H -1.782 -2.660 5.057
H 0.902 3.117 -3.573
O 5.440 5.232 0.778
H -2.843 -5.079 -1.289
C 3.191 -0.659 -3.831
H 5.478 5.268 3.452
O 3.671 -1.760 -4.728
H -4.443 -5.826 -1.461
H 2.838 4.390 0.978
O -1.087 -5.292 4.920
C -2.981 2.488 1.805
H -0.458 -3.003 6.167
H -5.307 -4.475 0.422
O -3.291 1.122 -1.555
H 0.308 0.906 -3.416
H -2.486 3.424 2.064
C 1.385 0.982 -3.322
H 2.543 2.672 -3.968
O 5.635 5.147 -1.471
C -0.718 -2.891 5.114
O -3.407 -1.562 1.846
C -1.297 -6.183 3.919
C -4.632 -2.984 -0.985
C -3.245 2.426 0.323
H -3.830 -2.832 -1.711
O -4.597 -1.895 -0.043
F 1.792 -2.995 -4.508
H -5.589 -3.009 -1.498
H -0.154 -2.055 4.702
C -3.735 1.093 -0.193
C 3.174 5.422 0.848
C 4.493 5.111 3.013
H -2.330 1.670 2.115
H 2.861 -1.100 -2.889
F 3.542 -3.539 -3.369
C -3.803 -2.281 0.981
C 1.743 2.500 -3.244
C 4.416 5.743 1.647
H -3.918 2.422 2.358
H 0.670 -4.364 4.395
O 1.391 2.675 -0.801
O 3.645 5.570 -0.495
H 1.609 0.558 -2.326
H 4.113 -0.092 -3.617
H -3.257 0.255 0.308
H -3.468 -6.115 -0.011
C -0.906 -4.198 2.934
H 2.345 6.099 1.035
O -1.053 -5.612 2.718
H -1.886 -3.731 2.823
F 3.538 -3.778 -5.534
H 4.558 6.826 1.719
C -3.749 -5.371 -0.755
O -1.649 -7.308 4.077
C 2.114 0.194 -4.430
H 3.743 5.546 3.673
O -1.438 1.958 -2.526
C -4.388 -4.179 -0.092
H 2.589 0.903 -5.120
C -0.403 -4.153 4.356
C 3.134 -2.939 -4.542
C -2.178 1.901 -1.603
C 4.972 5.300 -0.501
H 4.327 4.035 2.950
H -0.216 -3.770 2.211
H 3.245 2.496 -1.726
C 2.266 2.962 -1.897
H -4.815 0.979 -0.149
```

7.
# C4H11NO2

2 unconnected molecules or ions with the total composition C4H11NO2 (ωB97M-V/def2-TZVPD, the Open Molecules 2025 dataset).

The calculation puts the LUMO energy at 0.6 eV. The energy above the lowest of the compared OMol25 structures with the same formula, charge and spin comes out at 207.8 kJ/mol. As for the frontier orbital gap: 10.1 eV. Its spin multiplicity is 1. As for the SMILES: CCNC(C)=O.O. The calculation puts the HOMO energy at -9.52 eV.

XYZ file:
```
18
C4H11NO2 | the Open Molecules 2025 dataset | ωB97M-V/def2-TZVPD
H 3.037 -1.260 1.016
O -6.399 -1.255 2.848
C 2.505 0.661 0.199
C 0.830 0.383 -1.772
C 2.105 -0.740 0.743
H 1.048 -0.719 -1.654
H -0.553 1.670 -0.434
H 2.702 1.465 -1.484
H 1.599 -1.416 -0.123
C -0.428 0.653 -0.888
H 1.545 -0.695 1.653
H -6.210 -1.789 2.136
H -1.430 0.556 -1.574
O 3.538 1.283 0.633
H -0.743 -0.001 -0.125
N 1.937 1.021 -1.004
H -5.910 -0.507 2.645
H 0.826 0.688 -2.816
```

8.
# C18H25N5O2

C18H25N5O2 in the gas phase (ωB97M-V/def2-TZVPD, the Open Molecules 2025 dataset).

The calculation puts the LUMO energy at 0.4 eV. The energy above the lowest of the compared OMol25 structures with the same formula, charge and spin comes out at 107.8 kJ/mol. As for the frontier orbital gap: 8.7 eV. Its spin multiplicity is 1. As for the SMILES: CN(C(=O)C1CCCCC1)c1ccc2c(c1)nc(N)n2CCC(N)=O. The calculation puts the HOMO energy at -8.22 eV.

XYZ file:
```
50
C18H25N5O2 | the Open Molecules 2025 dataset | ωB97M-V/def2-TZVPD
H 1.080 -1.425 2.703
C -1.301 -1.541 -1.164
N -1.887 0.316 -2.813
H -1.945 3.249 -3.500
N -2.681 2.427 -3.537
N -0.501 -3.078 0.515
C -2.832 3.048 -0.583
O 1.241 -4.411 0.316
H -1.342 -5.199 0.888
H 3.633 1.141 2.040
H -2.832 2.026 -4.440
H -0.929 -2.092 -2.060
O -0.438 4.192 -2.057
C -1.386 -4.315 0.180
H -1.050 -4.659 -0.786
C -2.384 1.522 -2.569
C 2.051 -1.833 2.315
H 4.009 -0.404 0.035
H 3.147 -0.522 3.651
C 3.001 0.001 0.223
C 0.908 -3.270 0.525
H 1.015 2.451 -0.042
N 0.774 2.756 -1.000
H -1.173 3.297 0.981
H 1.033 -0.505 -0.046
C 1.988 -1.072 -0.158
H -2.400 -4.084 0.169
C -1.404 -0.945 1.181
H 1.817 0.751 1.965
H -1.350 -1.271 2.207
H 2.828 0.940 -0.317
H -3.612 2.975 0.134
C -1.730 -0.159 -1.575
C 3.133 -0.748 2.585
H 1.577 2.879 -1.640
H 4.082 -1.271 2.170
C -2.148 0.575 -0.532
H 2.119 -1.305 -1.255
C 2.810 0.423 1.722
C -1.462 3.665 -0.012
H 3.096 -2.596 0.659
H -3.191 3.682 -1.415
C 2.053 -2.221 0.833
H -2.356 0.840 1.559
H 2.434 -2.668 2.871
C -1.970 0.274 0.792
C -0.318 3.504 -0.998
C -1.109 -1.840 0.180
H -1.575 4.751 0.259
N -2.521 1.747 -1.157
```

Calculated energy, -285.2793 -4279.8567 -788.6296 -2779.0534 -285.3481 -2211.6849 -364.1890 -1125.1193 Eh (same order as the records).